C8H9NSSi | wB97M-V/def2-TZVPD

Geometry as XYZ:
```
20
Properties=species:S:1:pos:R:3
H -0.409 -1.027 3.796
N 0.411 1.228 -0.889
C -0.104 0.571 0.037
H -0.469 -2.718 -0.545
C 0.661 1.484 2.190
Si 1.198 1.129 -2.425
H 0.802 2.401 -3.243
C -0.195 -1.391 1.640
H -0.949 2.344 1.005
H -1.283 1.141 3.277
H 0.898 -0.093 -3.242
C -0.375 -0.672 2.758
C -0.514 1.431 1.291
C -0.584 -1.682 -0.681
H 2.634 1.359 -2.184
H -0.244 -2.471 1.505
S 2.004 2.231 2.673
C -0.547 0.710 2.629
H -0.877 -1.386 -1.637
C -0.307 -0.809 0.305
```

The calculation puts the HOMO energy at -8.07 eV. Its SMILES is C=C1C=C[C@H]2C(=S)[C@H]2/C1=N/[SiH3]. The value obtained for the energy relative to the best compared isomer or geometry (same formula, charge and spin) is 2.056 eV. The largest force on an atom comes out at 3.94 eV Å⁻¹. The HOMO-LUMO gap comes out at 7.4 eV.

Here are the natural (NBO) charges for atoms 1 to 8, given in e: H 0.23; N -0.83; C 0.37; H 0.19; C -0.04; Si 1.05; H -0.17; C -0.20

---

C8H9O2S | wB97M-V/def2-TZVPD

Geometry as XYZ:
```
20
Properties=species:S:1:pos:R:3
O -3.377 0.979 0.930
H 0.450 1.215 -2.191
C -0.845 -1.257 0.192
H 2.054 1.665 -1.624
C -3.240 -1.357 -0.287
C 2.652 0.723 1.401
C 1.503 1.401 1.099
S -0.919 1.938 0.306
H -3.758 -0.845 -1.210
H -3.102 -2.401 -0.504
H -3.984 -1.236 0.472
O 0.007 -2.071 0.186
C 1.199 1.003 -1.428
C -2.260 0.691 0.498
H 1.547 -0.002 -1.568
H 1.010 2.058 1.917
H 3.204 0.757 2.213
C -1.991 -0.657 0.055
C 0.604 1.217 -0.035
H 3.096 0.013 0.662
```

The calculation puts the HOMO energy at -2.40 eV. As for the total charge: -1. The value obtained for the energy relative to the best compared isomer or geometry (same formula, charge and spin) is 1.113 eV. The largest force on an atom comes out at 5.70 eV Å⁻¹. The HOMO-LUMO gap comes out at 6.0 eV.

Here are the natural (NBO) charges for atoms 1 to 8, given in e: O -0.63; H 0.20; C 0.77; H 0.18; C -0.57; C -0.57; C -0.17; S 0.19

---

C8H9O4 | wB97M-V/def2-TZVPD

Geometry as XYZ:
```
21
Properties=species:S:1:pos:R:3
C -0.571 2.479 1.139
C 0.233 -1.590 -1.486
H -0.915 -1.403 -1.469
C -0.898 1.074 1.486
C -2.426 3.026 0.329
H 0.603 -2.396 -2.071
O -0.475 0.143 0.478
C 0.356 -0.889 1.008
H -0.584 0.938 2.433
H 0.121 2.404 0.356
H -0.575 3.048 2.031
H -2.649 3.801 -0.275
O 0.756 -0.699 2.108
H 0.559 -0.705 -1.892
H 2.019 -2.891 1.342
O -3.072 2.026 0.669
C -2.405 0.936 1.479
C 0.745 -1.793 -0.095
O -3.078 0.098 1.904
H 2.086 -3.660 -0.287
C 1.553 -2.838 0.317
```

The calculation puts the HOMO energy at -13.16 eV. As for the total charge: +1. The value obtained for the energy relative to the best compared isomer or geometry (same formula, charge and spin) is 2.273 eV. The largest force on an atom comes out at 9.13 eV Å⁻¹. The HOMO-LUMO gap comes out at 7.0 eV.

Here are the natural (NBO) charges for atoms 1 to 8, given in e: C -0.31; C -0.62; H 0.23; C -0.09; C 0.52; H 0.24; O -0.53; C 0.78

---

Q: What is the formula in the third record?
A: C8H9O4

---

Q: Number 2 is which compound?
A: C8H9O2S

---

Q: The lowest energy relative to the best compared isomer or geometry (same formula, charge and spin) belongs to which entry?
A: C8H9O2S